Record 1
C6H15OP | the ωB97M-V functional and the def2-TZVPD basis

Each line ends with the Mulliken charge.
Cartesian coordinates (Å):
C -1.221 1.928 -1.945  -1.37
C -1.754 -0.419 -1.070  -1.14
C 0.288 -0.645 2.291  -1.15
C 0.607 0.647 -0.732  -1.02
C -0.878 0.923 -0.844  0.76
C 1.019 -1.111 1.046  0.37
O 0.483 -2.333 0.476  -0.53
P 2.852 -1.245 1.113  -0.14
H -2.306 2.127 -1.811  0.35
H -0.687 2.959 -1.902  0.33
H -1.074 1.498 -2.915  0.37
H -2.787 -0.130 -1.049  0.44
H -1.448 -1.166 -0.246  0.20
H -1.266 -0.938 -2.026  0.25
H -0.609 -0.327 1.925  0.33
H -0.162 -1.486 3.025  0.28
H 0.795 0.160 2.847  0.36
H 1.074 1.548 -0.178  0.30
H 1.230 0.326 -1.570  0.38
H -1.163 1.338 0.216  0.15
H 0.981 -2.445 -0.390  0.40
H 3.168 0.166 1.157  0.03
H 2.858 -1.374 2.584  0.04

multiplicity: 1
orbital gap (spin up / spin down): 8.429 / 8.289 eV
electronic energy: -17796.6319 eV

Record 2
C18H21NO5S | the ωB97M-V functional and the def2-TZVPD basis

Each line ends with the Mulliken charge.
Cartesian coordinates (Å):
C -0.689 -1.100 -4.631  -1.52
C -0.989 -0.824 -3.166  0.27
O -1.867 0.285 -3.119  -0.52
C -2.411 0.712 -1.953  0.81
C -3.413 1.676 -2.112  -0.36
C -4.051 2.234 -1.027  -0.44
C -3.705 1.840 0.258  -0.94
C -2.714 0.898 0.430  -0.44
C -2.047 0.331 -0.658  0.30
C -1.040 -0.723 -0.315  0.03
O -1.329 -1.904 -0.275  -0.62
N 0.213 -0.286 0.002  0.53
C 0.584 1.116 0.020  -1.08
C 0.858 1.621 1.401  0.19
C 1.992 2.104 1.986  -0.54
C 1.647 2.414 3.325  -0.40
C 0.333 2.093 3.453  -0.69
O -0.154 1.615 2.296  -0.17
C 1.166 -1.304 0.422  -0.63
C 1.093 -1.598 1.933  -0.45
C 2.077 -2.713 2.199  -0.95
S 3.493 -2.243 1.143  1.24
O 4.498 -1.571 1.919  -0.68
O 3.915 -3.354 0.338  -0.69
C 2.616 -1.008 0.108  -0.68
H -0.232 -0.226 -5.090  0.34
H -0.011 -1.944 -4.715  0.41
H -1.609 -1.327 -5.161  0.37
H -0.058 -0.594 -2.630  0.02
H -1.456 -1.700 -2.702  0.31
H -3.670 1.963 -3.120  0.45
H -4.824 2.971 -1.181  0.38
H -4.205 2.264 1.115  0.42
H -2.431 0.584 1.423  0.44
H -0.248 1.679 -0.413  0.68
H 1.471 1.277 -0.601  0.44
H 2.952 2.234 1.529  0.50
H 2.293 2.815 4.078  0.46
H -0.345 2.155 4.281  0.48
H 0.865 -2.220 -0.104  0.56
H 1.379 -0.710 2.498  0.13
H 0.074 -1.878 2.203  0.41
H 2.414 -2.770 3.228  0.50
H 1.725 -3.679 1.850  0.41
H 2.889 -1.164 -0.930  0.39
H 2.945 -0.038 0.466  0.27

structure (SMILES): CCOc1ccccc1C(=O)N(Cc1ccco1)[C@@H]1CCS(=O)(=O)C1
multiplicity: 1
orbital gap: 9.303 eV
electronic energy: -41568.6741 eV

Record 3
C45H30ClN4Ta | the ωB97M-V functional and the def2-TZVPD basis

Each line ends with the Mulliken charge.
Cartesian coordinates (Å):
Ta -0.396 0.506 -0.185  0.79
C -5.935 -2.321 4.414  -0.43
C -6.123 -1.654 3.211  -0.86
C -5.027 -1.249 2.464  -0.08
C -3.731 -1.493 2.922  -0.40
C -3.551 -2.167 4.129  -0.30
C -4.649 -2.582 4.868  -0.90
C -2.578 -1.050 2.090  1.86
C -1.608 -0.221 2.634  0.38
C -1.533 0.153 4.008  -1.40
C -0.361 0.804 4.187  -1.32
C 0.280 0.902 2.916  0.82
C 1.446 1.627 2.681  1.66
C 2.144 2.271 3.832  -0.50
C 3.427 1.861 4.183  -0.08
C 4.088 2.465 5.242  -0.84
C 3.477 3.490 5.951  -0.44
C 2.199 3.908 5.602  -0.89
C 1.533 3.299 4.548  -0.13
C 1.971 1.822 1.418  0.43
N 1.481 1.277 0.218  -0.56
C 2.295 1.794 -0.807  0.40
C 2.261 1.408 -2.141  2.28
C 3.192 2.072 -3.101  -0.78
C 2.670 2.806 -4.166  -0.07
C 3.518 3.435 -5.066  -0.88
C 4.894 3.323 -4.918  -0.47
C 5.420 2.578 -3.871  -0.86
C 4.574 1.956 -2.965  -0.07
C 1.455 0.379 -2.619  0.30
C 1.557 -0.203 -3.912  -1.41
C 0.680 -1.235 -3.974  -1.36
C -0.011 -1.308 -2.733  0.70
N 0.474 -0.300 -1.887  -0.36
C -0.999 -2.220 -2.416  1.42
C -1.693 -2.192 -1.208  0.72
C -2.662 -3.139 -0.814  -1.37
C -3.158 -2.763 0.399  -1.32
C -2.468 -1.603 0.810  0.44
N -1.574 -1.220 -0.199  -0.33
C -1.342 -3.278 -3.406  -0.30
C -2.631 -3.369 -3.925  -0.19
C -2.945 -4.354 -4.848  -0.87
C -1.975 -5.261 -5.254  -0.48
C -0.688 -5.177 -4.740  -0.85
C -0.369 -4.186 -3.824  -0.20
C 3.211 2.715 -0.240  -1.47
C 3.039 2.705 1.107  -1.07
N -0.484 0.249 1.964  -0.53
H -6.790 -2.643 4.994  0.43
H -7.124 -1.449 2.852  0.42
H -5.175 -0.725 1.525  0.47
H -2.549 -2.401 4.476  0.62
H -4.499 -3.115 5.798  0.41
H -2.282 -0.061 4.754  0.69
H 0.041 1.184 5.113  0.61
H 3.902 1.053 3.637  0.49
H 5.080 2.131 5.516  0.42
H 3.996 3.964 6.775  0.42
H 1.721 4.710 6.149  0.42
H 0.538 3.635 4.271  0.52
H 1.595 2.894 -4.284  0.44
H 3.104 4.012 -5.883  0.43
H 5.557 3.811 -5.622  0.43
H 6.492 2.476 -3.762  0.42
H 4.989 1.358 -2.160  0.52
H 2.251 0.113 -4.675  0.56
H 0.505 -1.893 -4.811  0.59
H -2.928 -4.014 -1.386  0.62
H -3.900 -3.276 0.991  0.53
H -3.388 -2.654 -3.619  0.51
H -3.946 -4.410 -5.254  0.42
H -2.222 -6.032 -5.973  0.42
H 0.071 -5.885 -5.051  0.42
H 0.635 -4.128 -3.415  0.53
H 3.914 3.306 -0.804  0.65
H 3.584 3.282 1.838  0.54
Cl -1.848 2.392 0.383  -0.05
C -1.291 2.128 -1.333  -0.63
H -0.677 2.971 -1.638  0.41
H -2.152 2.002 -1.980  0.51

total charge: +2
multiplicity: 1
orbital gap: 5.422 eV
electronic energy: -67174.9470 eV